A molecular structure, C36H32BrNO5Sc. Source: OMol25; level of theory: ωB97M-V/def2-TZVPD.

Geometry (Å):
Sc  0.33  -0.12  -0.69
O  -4.90  3.17  0.83
C  -3.78  2.57  0.42
C  -2.70  3.26  -0.14
C  -1.59  2.55  -0.52
N  -1.53  1.20  -0.39
C  -2.57  0.59  0.16
Br  -2.30  -1.27  0.37
C  -3.72  1.19  0.58
H  -4.87  4.12  0.68
H  -2.72  4.34  -0.26
H  -0.72  3.03  -0.92
H  -4.54  0.64  1.02
C  4.65  1.59  3.36
C  4.44  0.33  2.56
C  5.51  -0.69  2.81
O  4.39  0.58  1.16
C  3.05  0.91  0.88
C  2.28  -0.12  1.75
O  3.13  -0.21  2.88
C  1.89  -1.56  1.31
O  1.27  -1.45  0.02
C  0.82  -2.12  2.27
C  0.14  -3.28  1.88
C  -0.86  -3.82  2.67
C  -1.21  -3.21  3.88
C  -0.53  -2.08  4.28
C  0.48  -1.53  3.48
C  3.07  -2.54  1.25
C  3.67  -3.03  2.41
C  4.70  -3.95  2.33
C  5.14  -4.41  1.09
C  4.53  -3.95  -0.06
C  3.49  -3.02  0.02
C  2.74  1.21  -0.61
O  1.32  1.39  -0.61
C  3.12  0.11  -1.64
C  2.23  -0.30  -2.63
C  2.59  -1.24  -3.59
C  3.87  -1.75  -3.59
C  4.78  -1.32  -2.63
C  4.41  -0.41  -1.65
C  3.41  2.52  -1.09
C  4.73  2.84  -0.79
C  5.30  4.01  -1.28
C  4.56  4.87  -2.08
C  3.24  4.55  -2.39
C  2.67  3.39  -1.89
H  5.60  2.05  3.09
H  4.67  1.34  4.42
H  3.85  2.32  3.20
H  6.49  -0.22  2.69
H  5.42  -1.52  2.11
H  5.43  -1.06  3.83
H  2.80  1.86  1.34
H  1.34  0.36  2.04
H  0.42  -3.77  0.95
H  -1.36  -4.73  2.35
H  -1.99  -3.64  4.50
H  -0.77  -1.61  5.23
H  1.01  -0.66  3.84
H  3.33  -2.69  3.38
H  5.16  -4.32  3.24
H  5.94  -5.14  1.03
H  4.85  -4.32  -1.03
H  3.00  -2.69  -0.88
H  1.27  0.17  -2.75
H  1.88  -1.54  -4.35
H  4.17  -2.47  -4.35
H  5.79  -1.72  -2.63
H  5.12  -0.11  -0.89
H  5.33  2.19  -0.17
H  6.32  4.25  -1.03
H  5.01  5.78  -2.46
H  2.66  5.22  -3.02
H  1.65  3.15  -2.14

Computed properties:
net charge	+1
M	683.5	g/mol
Kohn-Sham gap	7.8	eV
maximum force	2.69	eV/A
E_HOMO	-10.97	eV



A gas-phase ion, C4H13N2O (charge +1). Source: OMol25; level of theory: ωB97M-V/def2-TZVPD.

Geometry (Å):
N  -1.09  -1.17  -0.38
C  -0.65  0.23  -0.28
C  -0.64  0.87  -1.67
O  0.18  2.02  -1.63
C  0.77  0.31  0.32
C  0.95  -0.25  1.72
N  0.53  -1.70  1.83
H  -2.02  -1.34  -0.73
H  -0.42  -1.74  -0.86
H  -1.30  0.75  0.41
H  -1.63  1.15  -2.01
H  -0.24  0.13  -2.35
H  0.07  2.50  -2.46
H  1.46  -0.17  -0.36
H  1.05  1.35  0.34
H  1.97  -0.13  2.05
H  0.34  0.31  2.43
H  -0.37  -1.80  1.29
H  1.28  -2.25  1.44
H  0.50  -2.03  2.80

Computed properties:
net charge	+1
M	105.2	g/mol
Kohn-Sham gap	10.6	eV
SMILES	N[C@H](CO)CC[NH3+]
maximum force	1.64	eV/A
E_HOMO	-13.82	eV
ΔE to the lowest compared entry with this formula, charge and spin	31.65	kcal/mol



A molecular structure, C18H45AsN6ORuS. Source: OMol25; level of theory: ωB97M-V/def2-TZVPD.

Geometry (Å):
Ru  0.12  -0.23  0.27
C  3.33  -0.87  2.08
C  2.04  -0.78  2.88
N  1.05  0.21  2.36
C  1.50  1.62  2.45
C  0.52  2.53  1.74
N  0.37  2.17  0.32
C  1.35  2.81  -0.58
C  1.05  2.60  -2.07
C  0.05  1.51  -2.47
N  0.32  0.13  -2.00
C  1.57  -0.52  -2.48
C  2.78  -0.19  -1.61
N  2.47  -0.24  -0.16
C  3.20  -1.27  0.62
H  3.96  -1.61  2.58
H  3.90  0.07  2.15
H  2.28  -0.52  3.92
H  1.54  -1.75  2.88
H  0.22  0.13  2.95
H  2.49  1.70  2.00
H  1.62  1.92  3.49
H  0.84  3.57  1.85
H  -0.46  2.45  2.22
H  -0.56  2.45  0.03
H  2.34  2.44  -0.33
H  1.38  3.89  -0.37
H  1.99  2.45  -2.61
H  0.64  3.52  -2.49
H  -0.01  1.50  -3.56
H  -0.95  1.76  -2.11
H  -0.44  -0.44  -2.36
H  1.77  -0.24  -3.52
H  1.38  -1.59  -2.46
H  3.16  0.80  -1.85
H  3.58  -0.89  -1.85
H  2.77  0.65  0.23
H  4.20  -1.40  0.20
H  2.67  -2.22  0.52
C  -3.89  0.54  2.92
As  -3.47  0.70  1.06
C  -4.50  -0.53  0.04
C  -3.82  2.48  0.47
O  -1.81  0.36  0.84
H  -4.97  0.61  3.04
H  -3.41  1.34  3.48
H  -3.55  -0.43  3.28
H  -5.56  -0.30  0.16
H  -4.31  -1.54  0.39
H  -4.23  -0.45  -1.01
H  -4.88  2.70  0.65
H  -3.62  2.57  -0.60
H  -3.22  3.19  1.03
C  1.88  -4.70  -0.80
N  0.64  -5.12  -0.15
C  0.69  -6.49  0.39
C  -0.41  -4.33  0.04
S  -0.19  -2.57  0.12
N  -1.63  -4.83  0.18
C  -2.72  -4.08  0.80
C  -2.04  -6.08  -0.48
H  2.12  -5.41  -1.58
H  2.69  -4.68  -0.07
H  1.75  -3.72  -1.24
H  1.66  -6.62  0.86
H  0.58  -7.23  -0.40
H  -0.08  -6.62  1.14
H  -2.33  -3.38  1.53
H  -3.36  -4.80  1.30
H  -3.30  -3.56  0.04
H  -1.32  -6.35  -1.25
H  -3.01  -5.90  -0.94
H  -2.14  -6.90  0.24

Computed properties:
net charge	+3
M	569.7	g/mol
Kohn-Sham gap (alpha / beta)	9.8 / 7.2	eV
multiplicity	6
maximum force	0.22	eV/A
E_HOMO (alpha / beta)	-16.96 / -17.45	eV
ΔE to the lowest compared entry with this formula, charge and spin	1.41	kcal/mol



A gas-phase ion, C7H16N (charge +2). Source: OMol25; level of theory: ωB97M-V/def2-TZVPD.

Geometry (Å):
C  2.20  1.93  0.09
C  0.80  1.50  0.58
C  0.36  0.33  -0.28
C  -1.14  -0.07  -0.23
C  -0.60  -1.84  -1.95
C  -1.35  -1.46  -0.85
C  -2.36  -2.36  -0.23
N  1.01  1.18  2.09
H  3.01  1.40  0.63
H  2.45  2.98  0.16
H  2.55  1.62  -0.88
H  0.13  2.35  0.50
H  0.56  0.62  -1.31
H  1.14  -0.47  -0.35
H  -1.67  0.05  0.71
H  -1.54  0.60  -1.03
H  -0.67  -2.87  -2.30
H  0.02  -1.19  -2.55
H  -3.37  -1.92  -0.10
H  -2.30  -3.22  -0.87
H  -2.15  -2.43  0.85
H  0.41  1.79  2.65
H  0.52  0.30  2.29
H  1.98  1.17  2.39

Computed properties:
net charge	+2
M	114.2	g/mol
Kohn-Sham gap (alpha / beta)	11.6 / 8.1	eV
multiplicity	2
maximum force	3.59	eV/A
E_HOMO (alpha / beta)	-19.43 / -19.75	eV
ΔE to the lowest compared entry with this formula, charge and spin	38.96	kcal/mol



3 unconnected molecules or ions with the total composition C4H16NO3. Source: OMol25; level of theory: ωB97M-V/def2-TZVPD.

Geometry (Å):
C  -0.85  -0.03  2.29
C  0.64  -0.18  2.04
C  1.08  0.19  0.61
C  0.29  1.49  0.12
O  -1.03  1.32  -0.37
N  -1.52  -0.76  1.15
H  -1.07  1.03  2.22
H  -1.14  -0.41  3.27
H  1.13  0.41  2.82
H  0.98  -1.22  2.27
H  1.11  -0.68  -0.06
H  2.11  0.56  0.64
H  0.30  2.11  0.99
H  0.89  1.89  -0.70
H  -1.14  1.78  -1.21
H  -2.04  -0.14  0.46
H  -2.18  -1.45  1.53
H  -0.80  -1.15  0.54
H  0.73  2.33  -5.15
H  -0.38  1.50  -5.75
O  0.02  1.73  -4.90
H  0.52  -3.82  -1.48
H  1.59  -3.37  -0.42
O  0.79  -3.11  -0.89

Computed properties:
net charge	+1
M	126.2	g/mol
Kohn-Sham gap	11.1	eV
maximum force	2.32	eV/A
E_HOMO	-13.89	eV
ΔE to the lowest compared entry with this formula, charge and spin	25.13	kcal/mol



A single C5H7NO molecule. Source: OMol25; level of theory: ωB97M-V/def2-TZVPD.

Geometry (Å):
C  0.01  -1.88  0.73
C  -0.09  -0.52  0.11
C  -0.99  -0.04  -0.76
N  -0.84  1.36  -0.92
C  0.40  1.74  -0.46
O  1.04  2.71  -0.84
C  0.81  0.64  0.52
H  1.01  -2.32  0.65
H  -0.71  -2.58  0.29
H  -0.22  -1.81  1.80
H  -1.68  -0.59  -1.40
H  -1.25  1.88  -1.68
H  0.63  0.96  1.56
H  1.87  0.44  0.41

Computed properties:
M	97.1	g/mol
Kohn-Sham gap	9.3	eV
SMILES	CC1=CNC(=O)C1
maximum force	0.88	eV/A
E_HOMO	-8.47	eV
ΔE to the lowest compared entry with this formula, charge and spin	4.37	kcal/mol



A molecular structure, C15H27O12Pb. Source: OMol25; level of theory: ωB97M-V/def2-TZVPD.

Geometry (Å):
Pb  -1.37  -0.65  -0.85
C  -3.52  3.73  -1.78
O  -3.71  2.32  -1.90
H  -4.41  4.29  -2.06
H  -3.32  4.03  -0.76
H  -2.70  4.15  -2.37
C  -2.67  -4.95  -3.32
O  -3.05  -3.81  -2.64
H  -2.28  -5.74  -2.68
H  -3.52  -5.41  -3.84
H  -2.04  -4.73  -4.18
C  3.17  0.97  -0.06
O  1.84  0.91  0.39
H  3.91  1.39  0.63
H  3.68  0.01  -0.12
H  3.18  1.36  -1.08
C  -0.63  3.60  5.58
C  -0.24  2.49  4.65
C  0.32  1.30  5.42
O  -0.56  0.22  4.91
C  -1.36  0.67  4.03
O  -1.92  -0.04  3.16
O  -1.33  1.98  3.90
H  -1.31  3.23  6.35
H  -1.08  4.52  5.20
H  0.36  3.86  5.93
H  0.50  2.84  3.93
H  0.24  1.51  6.49
H  1.38  1.31  5.16
C  1.67  -5.54  5.82
C  1.97  -4.41  4.93
C  3.03  -4.61  3.92
O  2.43  -4.41  2.69
C  1.10  -4.35  2.86
O  0.31  -4.21  1.96
O  0.75  -4.42  4.11
H  1.04  -6.32  5.41
H  1.06  -5.05  6.58
H  2.48  -6.10  6.29
H  1.93  -3.43  5.42
H  3.42  -5.63  3.92
H  3.74  -3.79  4.03
C  0.80  3.39  -8.64
C  0.13  3.25  -7.29
C  -1.36  3.02  -7.23
O  -1.52  2.05  -6.27
C  -0.42  1.47  -6.08
O  -0.34  0.50  -5.34
O  0.58  2.11  -6.71
H  1.87  3.46  -8.45
H  0.69  4.43  -8.97
H  0.48  2.62  -9.33
H  0.34  4.15  -6.71
H  -1.87  2.53  -8.06
H  -1.89  3.93  -6.96

Computed properties:
net charge	-1
M	606.6	g/mol
Kohn-Sham gap	4.0	eV
maximum force	6.80	eV/A
E_HOMO	-3.54	eV
ΔE to the lowest compared entry with this formula, charge and spin	207.31	kcal/mol



A molecular structure, C29H50ClF3NO2SeSiV. Source: OMol25; level of theory: ωB97M-V/def2-TZVPD.

Geometry (Å):
V  -0.57  -0.88  -0.97
C  -2.65  0.16  2.16
C  -2.50  1.46  1.37
C  -3.68  2.37  1.74
C  -1.23  2.13  1.94
Si  -2.33  1.07  -0.57
C  -1.68  2.71  -1.44
C  -1.97  2.77  -2.95
C  -0.15  2.74  -1.31
C  -2.23  4.02  -0.85
C  -4.13  0.67  -1.28
C  -3.98  0.04  -2.67
C  -4.92  -0.35  -0.44
C  -5.02  1.91  -1.43
H  -2.75  0.39  3.23
H  -1.76  -0.47  2.04
H  -3.52  -0.42  1.87
H  -3.66  2.56  2.82
H  -4.64  1.90  1.52
H  -3.66  3.33  1.23
H  -1.34  2.22  3.03
H  -1.07  3.14  1.55
H  -0.35  1.53  1.74
H  -1.61  1.88  -3.47
H  -1.45  3.63  -3.38
H  -3.03  2.89  -3.18
H  0.30  1.94  -1.89
H  0.20  2.65  -0.28
H  0.24  3.69  -1.71
H  -3.32  4.07  -0.90
H  -1.84  4.87  -1.42
H  -1.94  4.17  0.19
H  -3.44  -0.91  -2.62
H  -3.43  0.67  -3.37
H  -4.97  -0.16  -3.09
H  -4.40  -1.30  -0.35
H  -5.88  -0.54  -0.94
H  -5.15  0.01  0.56
H  -4.62  2.64  -2.13
H  -5.20  2.42  -0.48
H  -6.00  1.60  -1.82
C  8.38  -0.13  1.99
C  7.05  0.08  1.32
C  6.44  1.33  1.30
C  5.20  1.53  0.70
C  4.59  2.90  0.73
C  4.56  0.45  0.09
Se  2.84  0.69  -0.73
C  5.16  -0.82  0.08
C  4.49  -2.01  -0.55
C  6.40  -0.98  0.70
H  8.83  0.82  2.28
H  9.07  -0.65  1.33
H  8.27  -0.74  2.89
H  6.94  2.17  1.78
H  5.28  3.62  1.19
H  3.66  2.90  1.30
H  4.33  3.25  -0.27
H  4.12  -1.78  -1.54
H  3.62  -2.34  0.03
H  5.18  -2.86  -0.61
H  6.86  -1.96  0.69
F  1.73  -4.12  -3.44
C  0.83  -4.35  -2.46
F  -0.37  -3.99  -2.93
F  0.79  -5.68  -2.27
C  1.24  -3.59  -1.17
O  1.89  -4.21  -0.34
O  0.82  -2.39  -1.14
Cl  -0.53  -0.45  -3.13
C  2.24  -0.10  2.08
C  1.66  0.03  0.70
N  0.46  -0.18  0.42
H  1.49  -0.57  2.71
H  2.51  0.87  2.48
H  3.15  -0.71  2.06
C  -0.70  -3.31  1.66
C  -1.54  -3.56  0.41
C  -2.81  -4.34  0.76
C  -1.92  -2.26  -0.31
H  -0.45  -4.26  2.15
H  -1.26  -2.70  2.37
H  0.22  -2.79  1.42
H  -0.95  -4.18  -0.27
H  -3.42  -3.77  1.46
H  -2.56  -5.30  1.22
H  -3.41  -4.54  -0.13
H  -2.68  -1.74  0.28
H  -2.36  -2.48  -1.29

Computed properties:
net charge	-1
M	695.2	g/mol
Kohn-Sham gap (alpha / beta)	7.4 / 7.2	eV
multiplicity	2
maximum force	0.71	eV/A
E_HOMO (alpha / beta)	-5.03 / -4.79	eV
ΔE to the lowest compared entry with this formula, charge and spin	0.00	kcal/mol



A molecular structure, C4H6ClO2S. Source: OMol25; level of theory: ωB97M-V/def2-TZVPD.

Geometry (Å):
C  -2.43  0.67  0.19
C  1.17  -0.66  -0.17
C  -0.92  0.70  0.55
C  -0.25  -0.59  0.41
O  -3.00  1.59  -0.34
O  -3.00  -0.30  0.91
S  -0.62  -1.69  1.59
Cl  -1.39  -1.35  -1.54
H  1.75  -0.02  0.54
H  1.53  -1.71  0.10
H  1.21  -0.41  -1.19
H  -0.96  0.99  1.58
H  -0.50  1.48  -0.10
H  -2.34  -0.93  1.29

Computed properties:
net charge	-1
M	153.6	g/mol
Kohn-Sham gap	7.9	eV
maximum force	3.51	eV/A
E_HOMO	-4.55	eV
ΔE to the lowest compared entry with this formula, charge and spin	9.08	kcal/mol



A molecular structure, C22H22ClF3MoN4O4. Source: OMol25; level of theory: ωB97M-V/def2-TZVPD.

Geometry (Å):
Mo  1.16  -0.67  -0.02
O  -1.14  0.99  5.07
C  -2.06  1.07  4.11
O  -3.20  1.32  4.33
C  -1.63  0.73  2.71
C  -2.41  0.96  1.56
Cl  -3.92  1.67  1.49
N  -1.74  0.49  0.47
N  -0.59  -0.06  0.90
C  -0.50  0.10  2.22
C  0.83  -0.30  2.79
O  1.19  -0.04  3.90
O  1.58  -0.96  1.88
C  -1.93  0.62  -0.95
C  -3.00  1.27  -1.54
C  -3.05  1.39  -2.93
C  -2.05  0.89  -3.74
C  -0.97  0.23  -3.16
C  -0.95  0.10  -1.79
H  -0.28  0.67  4.75
H  -3.80  1.68  -0.95
H  -3.90  1.90  -3.37
H  -2.10  1.00  -4.81
H  -0.18  -0.18  -3.77
H  -0.11  -0.52  -1.43
F  2.22  -2.29  -2.43
C  2.32  -1.13  -1.80
F  2.47  -0.18  -2.70
F  3.41  -1.17  -0.97
N  1.56  -2.92  0.18
C  0.13  -3.11  0.08
C  -0.47  -3.22  -1.18
C  -1.85  -3.33  -1.26
C  -2.62  -3.34  -0.11
C  -2.02  -3.27  1.14
C  -0.64  -3.16  1.24
H  1.91  -3.16  1.10
H  2.07  -3.44  -0.52
H  0.14  -3.26  -2.07
H  -2.32  -3.43  -2.23
H  -3.70  -3.44  -0.18
H  -2.61  -3.32  2.04
H  -0.16  -3.13  2.21
C  1.20  3.23  0.08
C  2.35  2.23  -0.06
C  3.16  2.49  -1.33
C  3.23  2.21  1.19
N  1.73  0.90  -0.14
H  1.62  4.22  0.29
H  0.55  2.97  0.92
H  0.61  3.30  -0.83
H  3.51  3.52  -1.27
H  2.56  2.38  -2.22
H  4.03  1.83  -1.38
H  3.79  3.14  1.22
H  3.94  1.38  1.17
H  2.63  2.14  2.10

Computed properties:
net charge	+2
M	594.8	g/mol
Kohn-Sham gap	7.2	eV
maximum force	1.42	eV/A
E_HOMO	-15.96	eV
ΔE to the lowest compared entry with this formula, charge and spin	9.73	kcal/mol



A molecular structure, C2H6N2S. Source: OMol25; level of theory: ωB97M-V/def2-TZVPD.

Geometry (Å):
C  0.47  -1.26  1.60
C  0.04  0.44  -0.76
H  1.56  -1.15  0.81
H  -0.36  -2.23  1.34
H  0.44  -0.99  2.90
H  -0.35  1.11  -2.73
H  -1.51  1.41  -1.57
H  1.46  -1.01  -0.57
N  -0.53  1.25  -1.66
N  0.97  -0.29  -1.22
S  -0.46  0.06  0.94

Computed properties:
M	90.2	g/mol
Kohn-Sham gap	9.3	eV
maximum force	4.65	eV/A
E_HOMO	-8.65	eV
ΔE to the lowest compared entry with this formula, charge and spin	85.24	kcal/mol



Question: Look up the maximum force of the eighth one.
Answer: 0.71 eV/A